Below is a structure of composition C9H12ClN, with properties calculated with the ωB97M-V functional and the def2-TZVPD basis.

Results
Total charge = 0
Maximum force = 1.24 eV/A
Energy above the lowest of the compared OMol25 structures with the same formula, charge and spin = 0.0 kJ/mol
M = 169.66 g/mol
HOMO = -8.780 eV
Electronic energy = -23540.4577 eV

Structure (XYZ):
```
23
C9H12ClN, DFT the ωB97M-V functional and the def2-TZVPD basis
C 3.054 -0.684 -0.202
C 2.193 -0.858 -1.273
C 2.538 -0.383 1.047
C 0.830 -0.727 -1.099
C 1.174 -0.256 1.228
C 0.296 -0.423 0.154
C -1.562 2.005 -0.551
C -1.912 0.520 -0.698
C -1.154 -0.261 0.334
N -1.637 -0.176 1.589
Cl -1.778 -2.484 -0.250
H 4.120 -0.789 -0.338
H 2.588 -1.102 -2.247
H 3.206 -0.249 1.885
H 0.167 -0.904 -1.930
H 0.792 0.003 2.203
H -0.503 2.165 -0.738
H -2.135 2.597 -1.257
H -1.787 2.348 0.456
H -2.983 0.373 -0.559
H -1.653 0.178 -1.697
H -2.642 -0.114 1.664
H -1.213 -0.777 2.279
```


Below is a structure of composition C30H80AsF6O30S10, with properties calculated with the ωB97M-V functional and the def2-TZVPD basis.

Results
Total charge = -1
Maximum force = 3.84 eV/A
Energy above the lowest of the compared OMol25 structures with the same formula, charge and spin = 548.0 kJ/mol
M = 1430.52 g/mol
HOMO = -8.574 eV
Electronic energy = -279325.8631 eV

Structure (XYZ):
```
157
C30H80AsF6O30S10, DFT the ωB97M-V functional and the def2-TZVPD basis
As 0.155 -0.368 -0.396
F -0.692 -1.630 0.465
F 0.543 0.367 1.207
F 0.937 0.863 -1.415
F -0.277 -1.174 -1.908
F -1.440 0.541 -0.558
F 1.638 -1.385 -0.413
O -0.170 7.118 1.389
S 0.230 6.485 2.627
O -0.400 6.915 3.878
O 0.059 4.834 2.451
C -0.085 4.148 3.695
C 0.006 2.619 3.543
C 2.106 6.545 2.596
H -1.099 4.433 3.976
H 0.555 4.542 4.484
H 0.974 2.347 3.123
H -0.740 2.337 2.800
H -0.120 2.050 4.465
H 2.518 6.024 3.460
H 2.467 7.571 2.661
H 2.392 6.110 1.639
O 6.954 -3.800 2.401
S 6.330 -5.071 2.709
O 6.536 -5.618 4.025
O 4.657 -5.109 2.267
C 4.235 -4.166 1.288
C 2.649 -4.256 1.260
C 6.988 -6.277 1.547
H 4.673 -4.389 0.315
H 4.474 -3.136 1.553
H 2.357 -5.185 0.769
H 2.187 -3.420 0.735
H 2.115 -4.305 2.208
H 7.249 -5.879 0.567
H 6.237 -7.067 1.526
H 7.925 -6.610 1.995
O 0.553 -1.009 -9.276
S -0.637 -0.434 -8.676
O -1.742 -1.306 -8.177
O -0.036 0.403 -7.348
C 0.185 -0.252 -6.155
C -1.042 0.065 -5.229
C -1.199 0.994 -9.679
H 0.994 0.148 -5.545
H 0.390 -1.310 -6.319
H -0.755 -0.140 -4.198
H -1.933 -0.493 -5.518
H -1.360 1.106 -5.285
H -0.397 1.721 -9.550
H -2.120 1.349 -9.216
H -1.310 0.658 -10.710
O 0.609 -3.265 4.704
S -0.401 -2.208 5.017
O -1.785 -2.558 4.777
O -0.268 -1.622 6.591
C -1.546 -1.342 7.291
C -1.156 -0.850 8.674
C 0.065 -0.703 4.023
H -1.997 -2.313 7.499
H -2.210 -0.817 6.604
H -2.075 -0.583 9.196
H -0.462 -0.012 8.719
H -0.610 -1.609 9.235
H 0.667 -1.036 3.178
H 0.709 -0.098 4.661
H -0.897 -0.371 3.630
O -5.724 -2.757 -2.729
S -4.551 -2.220 -3.460
O -4.157 -2.925 -4.682
O -4.960 -0.700 -3.870
C -5.387 0.232 -2.851
C -4.532 1.535 -2.978
C -3.115 -1.842 -2.392
H -5.400 -0.222 -1.860
H -6.417 0.558 -2.994
H -4.709 1.941 -3.974
H -3.465 1.374 -2.827
H -4.864 2.340 -2.322
H -3.380 -1.687 -1.346
H -2.588 -1.032 -2.897
H -2.449 -2.705 -2.392
O -7.206 1.399 0.210
S -6.955 1.879 1.593
O -7.210 0.996 2.747
O -5.359 2.489 1.712
C -4.817 3.270 0.565
C -3.247 3.073 0.711
C -7.911 3.434 1.925
H -5.074 4.329 0.547
H -5.232 2.892 -0.369
H -2.857 2.080 0.934
H -2.860 3.748 1.475
H -2.689 3.331 -0.188
H -7.968 3.801 0.901
H -7.403 4.081 2.641
H -8.914 3.223 2.296
O -6.705 -3.101 1.719
S -5.525 -2.375 1.306
O -5.631 -1.378 0.202
O -4.810 -1.606 2.596
C -3.860 -0.617 2.333
C -3.698 0.251 3.551
C -4.185 -3.552 0.868
H -4.101 -0.062 1.427
H -2.969 -1.216 2.145
H -4.598 0.833 3.752
H -2.938 1.013 3.383
H -3.435 -0.387 4.395
H -4.171 -4.171 1.765
H -3.258 -3.078 0.545
H -4.490 -4.104 -0.020
O 1.553 5.474 -5.108
S 1.414 4.647 -3.961
O 2.183 4.917 -2.795
O -0.180 4.613 -3.452
C -0.537 3.800 -2.327
C -0.356 4.479 -0.944
C 1.582 2.886 -4.519
H -0.060 2.827 -2.215
H -1.627 3.806 -2.354
H 0.633 4.854 -0.682
H -0.503 3.715 -0.180
H -1.045 5.301 -0.754
H 2.619 2.918 -4.854
H 0.889 2.661 -5.330
H 1.558 2.239 -3.643
O 3.133 -0.061 3.352
S 3.813 0.892 2.512
O 3.635 2.337 2.753
O 5.466 0.620 2.608
C 5.884 -0.710 2.860
C 6.696 -0.809 4.155
C 3.666 0.452 0.776
H 6.560 -0.948 2.038
H 5.052 -1.389 3.048
H 6.368 -0.100 4.916
H 7.747 -0.612 3.944
H 6.606 -1.833 4.518
H 3.948 -0.594 0.896
H 4.452 0.934 0.194
H 2.692 0.686 0.348
O 4.406 -1.794 -5.350
S 3.413 -2.567 -4.557
O 2.187 -3.018 -5.216
O 4.194 -3.941 -3.918
C 5.440 -3.797 -3.221
C 6.273 -5.076 -3.150
C 3.003 -1.752 -2.919
H 5.280 -3.474 -2.193
H 6.076 -3.043 -3.683
H 6.793 -5.069 -2.192
H 6.989 -5.107 -3.971
H 5.685 -5.971 -3.353
H 2.581 -2.579 -2.347
H 2.327 -0.936 -3.174
H 3.930 -1.361 -2.501
```


Below is a cluster of 12 separate species, C44H123N11O12 in total, with properties calculated with the ωB97M-V functional and the def2-TZVPD basis.

Results
Total charge = 0
Maximum force = 1.77 eV/A
Energy above the lowest of the compared OMol25 structures with the same formula, charge and spin = 90.3 kJ/mol
M = 998.53 g/mol
HOMO = -8.763 eV
Electronic energy = -88577.6278 eV

Structure (XYZ):
```
190
C44H123N11O12, DFT the ωB97M-V functional and the def2-TZVPD basis
O 2.948 3.220 1.181
H 3.911 3.192 1.158
H 2.653 2.333 0.898
C 2.214 -2.600 4.171
C 3.530 -2.374 4.876
C 4.488 -3.535 4.619
O 5.417 -3.666 5.691
C 6.440 -4.558 5.364
N 4.061 -1.061 4.492
H 1.530 -1.748 4.103
H 1.562 -3.381 4.565
H 2.378 -2.792 3.104
H 3.315 -2.421 5.947
H 5.068 -3.380 3.700
H 3.972 -4.489 4.461
H 7.326 -4.436 5.992
H 6.840 -4.362 4.358
H 6.141 -5.609 5.432
H 4.300 -1.070 3.504
H 4.945 -0.950 4.983
C -0.206 5.412 1.734
C -0.093 4.969 0.284
C -1.166 5.649 -0.543
O -2.403 5.042 -0.140
C -3.545 5.429 -0.860
N 1.221 5.424 -0.205
H 0.161 6.435 1.805
H 0.325 4.740 2.409
H -1.244 5.391 2.076
H -0.172 3.884 0.150
H -1.118 5.585 -1.635
H -1.229 6.716 -0.299
H -4.404 4.918 -0.428
H -3.452 5.058 -1.890
H -3.709 6.508 -0.898
H 1.259 5.105 -1.177
H 2.006 4.891 0.167
C 1.292 -0.725 1.244
C 0.432 0.116 0.313
C -0.821 0.631 0.984
O -1.547 1.395 0.041
C -2.635 2.057 0.633
N 1.263 1.257 -0.121
H 1.552 -0.195 2.168
H 2.240 -1.035 0.803
H 0.745 -1.580 1.656
H 0.204 -0.522 -0.549
H -0.494 1.232 1.845
H -1.450 -0.154 1.421
H -3.119 2.666 -0.133
H -2.359 2.747 1.434
H -3.414 1.370 0.985
H 1.791 0.911 -0.918
H 0.645 1.984 -0.475
C 1.511 1.145 -3.752
C 2.070 1.312 -5.145
C 3.485 0.740 -5.225
O 4.026 1.082 -6.482
C 5.339 0.611 -6.688
N 1.097 0.636 -6.050
H 1.203 0.106 -3.640
H 0.664 1.828 -3.675
H 2.256 1.428 -3.007
H 2.092 2.335 -5.523
H 3.545 -0.359 -5.162
H 4.055 1.103 -4.357
H 5.751 1.192 -7.511
H 5.333 -0.458 -6.936
H 5.937 0.759 -5.781
H 1.601 0.436 -6.919
H 1.079 -0.321 -5.680
C 6.831 -5.967 1.109
C 5.910 -6.282 -0.056
C 4.826 -5.264 -0.369
O 3.966 -5.080 0.740
C 2.934 -4.177 0.480
N 6.736 -6.573 -1.239
H 6.364 -5.655 2.046
H 7.513 -5.130 0.918
H 7.439 -6.842 1.337
H 5.469 -7.266 0.130
H 4.241 -5.558 -1.251
H 5.277 -4.269 -0.522
H 2.329 -3.985 1.362
H 2.249 -4.519 -0.310
H 3.341 -3.230 0.095
H 6.144 -6.653 -2.064
H 7.292 -5.749 -1.475
C -6.774 3.492 -2.546
C -5.585 2.847 -3.264
C -4.829 1.847 -2.364
O -3.560 1.491 -2.876
C -2.655 2.534 -3.123
N -6.029 2.073 -4.433
H -6.909 4.490 -2.973
H -6.526 3.733 -1.511
H -7.681 2.903 -2.651
H -4.900 3.660 -3.531
H -5.443 0.963 -2.204
H -4.665 2.341 -1.400
H -2.507 3.158 -2.232
H -2.923 3.255 -3.904
H -1.719 2.070 -3.426
H -5.156 1.793 -4.890
H -6.390 2.714 -5.142
C -3.205 -1.275 -0.311
C -3.644 -2.685 0.082
C -2.682 -3.398 1.007
O -1.421 -3.522 0.387
C -0.396 -3.955 1.236
N -4.981 -2.697 0.661
H -3.312 -0.608 0.556
H -3.824 -0.861 -1.106
H -2.133 -1.209 -0.513
H -3.822 -3.278 -0.824
H -3.073 -4.379 1.289
H -2.563 -2.817 1.933
H -0.232 -3.236 2.056
H 0.562 -4.045 0.731
H -0.703 -4.886 1.728
H -5.647 -2.256 0.034
H -5.058 -2.096 1.482
C -2.654 -3.314 -4.670
C -2.293 -2.026 -3.939
C -0.880 -1.552 -4.275
O 0.149 -2.505 -4.084
C 0.222 -2.916 -2.734
N -3.297 -1.036 -4.375
H -3.692 -3.591 -4.475
H -2.033 -4.129 -4.282
H -2.557 -3.301 -5.756
H -2.499 -2.191 -2.876
H -0.648 -0.588 -3.812
H -0.933 -1.325 -5.342
H -0.728 -3.379 -2.461
H 0.462 -2.136 -2.001
H 1.013 -3.665 -2.653
H -4.240 -1.371 -4.212
H -3.233 -0.231 -3.741
C 0.593 2.463 6.837
C 0.780 1.164 6.067
C -0.285 1.115 4.935
O -1.481 0.595 5.474
C -2.482 0.374 4.491
N 2.108 1.114 5.513
H 0.848 3.305 6.195
H 1.240 2.467 7.721
H -0.402 2.605 7.260
H 0.543 0.268 6.654
H 0.093 0.460 4.137
H -0.473 2.108 4.509
H -2.604 1.203 3.789
H -3.373 0.300 5.115
H -2.320 -0.554 3.936
H 2.821 1.326 6.206
H 2.432 0.209 5.174
C 6.137 -1.066 0.465
C 6.368 -1.281 -1.030
C 5.383 -0.441 -1.826
O 4.062 -0.923 -1.747
C 3.730 -2.067 -2.503
N 7.779 -1.043 -1.370
H 5.092 -0.848 0.681
H 6.743 -0.205 0.771
H 6.517 -1.877 1.088
H 6.178 -2.325 -1.303
H 5.673 -0.437 -2.889
H 5.410 0.616 -1.548
H 3.800 -1.892 -3.582
H 2.700 -2.344 -2.292
H 4.434 -2.859 -2.237
H 7.991 -0.092 -1.066
H 7.843 -1.001 -2.386
C -9.134 3.579 3.430
C -8.661 4.223 2.103
C -7.708 3.367 1.287
O -6.576 2.962 2.040
C -5.486 2.598 1.244
N -9.825 4.544 1.256
H -9.922 4.180 3.885
H -8.256 3.573 4.081
H -9.569 2.586 3.298
H -8.224 5.171 2.425
H -7.399 3.968 0.431
H -8.233 2.450 0.993
H -4.755 2.131 1.908
H -4.891 3.402 0.789
H -5.731 1.891 0.447
H -10.452 3.745 1.267
H -10.331 5.288 1.721
```


Below is a structure of composition C30H49Br18O6, with properties calculated with the ωB97M-V functional and the def2-TZVPD basis.

Results
Total charge = -1
Maximum force = 5.00 eV/A
M = 1943.99 g/mol
HOMO = -5.152 eV
Electronic energy = -1304955.2755 eV

Structure (XYZ):
```
103
C30H49Br18O6, DFT the ωB97M-V functional and the def2-TZVPD basis
C 0.132 -0.399 -0.359
C 0.131 -1.939 -0.469
C -1.256 -2.472 -0.171
O -2.125 -2.282 -1.304
C -3.413 -2.657 -0.781
O -3.987 -1.774 -0.223
O -3.958 -3.903 -0.806
C -5.420 -3.793 -1.177
O -6.217 -3.496 -0.305
O -5.605 -4.037 -2.363
O 0.540 -2.405 -1.738
C 1.922 -2.617 -1.833
C 2.402 -3.843 -1.086
C 3.723 -4.029 -0.708
C 4.066 -5.167 0.001
C 3.144 -6.132 0.365
C 1.822 -5.952 -0.030
C 1.472 -4.816 -0.739
H 0.556 0.099 -1.220
H 0.730 -0.100 0.501
H -0.885 -0.085 -0.141
H 0.754 -2.323 0.346
H -1.643 -1.956 0.722
H -1.194 -3.545 0.040
H 2.147 -2.779 -2.888
H 2.473 -1.717 -1.534
H 4.451 -3.276 -0.980
H 5.099 -5.289 0.305
H 3.429 -7.012 0.951
H 1.042 -6.657 0.211
H 0.446 -4.660 -1.044
Br -0.663 4.005 -0.297
C 0.700 4.252 -1.664
C 1.220 2.920 -2.118
Br 2.411 2.107 -0.821
H 1.458 4.900 -1.239
H 0.209 4.764 -2.491
H 1.808 3.021 -3.028
H 0.420 2.205 -2.282
Br -3.973 3.105 0.812
C -4.629 4.662 -0.140
C -5.207 4.251 -1.468
Br -3.815 3.839 -2.763
H -3.801 5.359 -0.228
H -5.400 5.094 0.495
H -5.779 5.064 -1.911
H -5.834 3.369 -1.391
Br 1.932 7.738 -1.564
C 0.421 8.958 -1.563
C -0.834 8.275 -2.040
Br -0.838 8.044 -3.971
H 0.701 9.810 -2.174
H 0.308 9.276 -0.528
H -1.706 8.887 -1.822
H -0.965 7.288 -1.605
Br -1.444 -1.203 2.744
C -2.929 -0.213 3.514
C -2.681 1.271 3.468
Br -1.417 1.838 4.840
H -3.075 -0.588 4.521
H -3.790 -0.473 2.901
H -3.597 1.817 3.682
H -2.276 1.600 2.516
Br -2.309 -4.311 -2.520
C -2.163 -5.715 -3.868
C -0.767 -6.279 -3.949
Br 0.455 -5.074 -4.881
H -2.501 -5.286 -4.806
H -2.861 -6.493 -3.557
H -0.748 -7.200 -4.531
H -0.332 -6.463 -2.971
Br 1.806 5.694 1.640
C 2.683 4.339 2.727
C 4.154 4.615 2.880
Br 5.159 4.164 1.274
H 2.469 3.381 2.261
H 2.191 4.386 3.696
H 4.577 3.992 3.665
H 4.363 5.659 3.093
Br 2.509 -9.331 4.894
C 1.725 -10.525 3.573
C 2.512 -10.525 2.290
Br 2.179 -8.919 1.242
H 0.696 -10.209 3.434
H 1.743 -11.510 4.032
H 2.202 -11.353 1.656
H 3.583 -10.577 2.454
Br -1.122 1.167 -4.304
C -3.005 0.731 -4.541
C -3.195 -0.728 -4.858
Br -2.726 -1.123 -6.707
H -3.386 1.388 -5.316
H -3.477 0.978 -3.594
H -4.242 -1.004 -4.762
H -2.592 -1.379 -4.233
Br 4.047 5.346 6.667
C 5.042 6.994 6.946
C 4.657 8.049 5.944
Br 5.446 7.700 4.202
H 6.095 6.738 6.903
H 4.788 7.315 7.954
H 5.043 9.020 6.245
H 3.584 8.117 5.796
```


Below is a cluster of 2 separate species, C5H8ClF in total, with properties calculated with the ωB97M-V functional and the def2-TZVPD basis.

Results
Total charge = 0
Maximum force = 4.59 eV/A
Energy above the lowest of the compared OMol25 structures with the same formula, charge and spin = 441.9 kJ/mol
M = 122.57 g/mol
HOMO = -9.313 eV
Electronic energy = -20550.3619 eV

Structure (XYZ):
```
15
C5H8ClF, DFT the ωB97M-V functional and the def2-TZVPD basis
C 0.941 0.545 -1.000
C 0.165 0.603 0.018
C -0.495 -2.488 0.100
C -1.296 0.826 -0.298
C 0.832 0.609 1.367
F 0.773 -2.643 -0.290
Cl -1.537 -3.048 -1.099
H 0.554 0.837 -2.018
H 2.013 0.613 -0.867
H -1.563 -0.039 -0.953
H -1.578 1.723 -0.708
H -1.732 0.624 0.667
H 0.094 0.233 2.068
H 0.983 1.576 1.670
H 1.846 0.029 1.342
```